1.
{"formula": "N2O3S", "method": "ωB97M-V/def2-TZVPD", "total_energy_ha": -733.21752, "orbital_gap_ev": [9.10, 6.78], "e_lumo_ev": [-1.51, -2.70], "homo_ha": [-0.3902, -0.3482], "mol_weight_g_mol": 108.08, "de_lowest_kcal_mol": 125.8, "species": ["N", "N", "O", "O", "O", "S"], "coordinates": [[0.09450, -0.79132, 1.52381], [0.66192, 1.18830, 0.21714], [-0.88869, -0.75498, 2.06164], [0.42677, 0.80743, -2.28016], [-0.50643, -0.84538, -0.59215], [0.21192, 0.39596, -0.93028]]}

2.
{"formula": "N2O4S3", "method": "ωB97M-V/def2-TZVPD", "total_energy_ha": -1604.81279, "orbital_gap_ev": 8.96, "e_lumo_ev": -1.03, "homo_ha": -0.3672, "mol_weight_g_mol": 188.21, "de_lowest_kcal_mol": 76.3, "species": ["N", "N", "O", "O", "O", "O", "S", "S", "S"], "coordinates": [[-0.95038, -1.36623, -1.14349], [1.29051, 1.12454, 1.13198], [0.05102, -0.78629, -0.91091], [-1.21167, -2.31605, -1.78255], [1.33663, 1.81759, 0.20681], [2.07678, 0.55190, 1.81071], [-2.53772, -0.44162, -0.46671], [-0.59119, 0.98527, 1.79749], [-1.75491, 1.46137, 0.14377]]}

3.
{"formula": "N2O6Rb", "method": "ωB97M-V/def2-TZVPD", "total_energy_ha": -584.90287, "orbital_gap_ev": 6.53, "e_lumo_ev": 1.51, "homo_ha": -0.1846, "mol_weight_g_mol": 209.48, "de_lowest_kcal_mol": 20.2, "total_charge": -1, "species": ["Rb", "N", "O", "O", "O", "N", "O", "O", "O"], "coordinates": [[2.00183, -0.06813, 1.01914], [0.37618, -2.09598, -2.11044], [0.61995, -1.35473, -1.14474], [-0.07644, -3.22264, -1.91791], [0.63518, -1.71746, -3.25044], [-0.88673, 2.13818, 1.81788], [0.29716, 2.32315, 1.49846], [-1.16933, 1.05494, 2.19650], [-1.79782, 2.94269, 1.89159]]}

no.,largest force on an atom (Eh/bohr)
1,0.0463
2,0.0723
3,0.1226